A cluster of 9 separate species, C29H83Br6N15O10P4 in total in a non-equilibrium geometry, computed with ωB97M-V with the def2-TZVPD basis set.

## Properties
DFT total energy: -19537.7754 a.u.
energy above the lowest of the compared OMol25 structures with the same formula, charge and spin: 53.7 kcal/mol
2S+1: 1
HOMO energy: -0.2987 Eh
orbital gap: 6.8 eV

Geometry (Å):
H1 -21.9153 -14.2330 -6.3743
N1 -16.0040 -4.2500 -9.5139
Br1 -18.1983 -8.8494 -6.8561
H2 -15.0131 -7.0064 -11.7270
O1 -16.7919 -5.9361 -7.4690
H3 -14.0846 -11.7672 -4.0541
H4 -18.5005 -5.8473 -3.5304
H5 -14.2716 -3.5614 -10.2776
H6 -16.2113 -11.9125 -8.5553
H7 -18.3494 -5.5470 -11.4463
H8 -18.5630 -3.8413 -11.0940
N2 -22.5684 -8.5838 -7.0123
H9 -20.6094 -13.4514 -3.1157
P1 -17.3541 -14.5749 -9.1598
H10 -19.1513 -11.6766 -7.8640
C1 -19.4076 -14.2654 -7.4449
C2 -18.5357 -5.9589 -4.6141
N3 -18.6440 -9.4742 1.1156
C3 -18.8562 -4.8445 -10.7846
C4 -18.8781 -8.2736 1.8933
C5 -18.4332 -12.2530 -1.0251
O2 -20.6778 -5.1771 -5.1748
H11 -20.7147 -13.6178 2.4724
H12 -15.9261 -13.3749 -12.0455
O3 -18.0283 -15.5701 -10.0374
N4 -19.9978 -6.1608 -4.9515
H13 -19.7847 -13.6747 -6.6100
H14 -18.0280 -7.5964 1.9751
H15 -19.5776 -6.1185 -7.8220
H16 -14.7730 -16.8085 -7.9297
H17 -21.0689 -12.8277 0.8333
C6 -17.1510 -10.0105 -5.6375
H18 -22.3438 -16.0489 -7.6980
H19 -18.9708 -9.9679 -2.4820
H20 -16.0596 -8.8153 -10.6958
O4 -13.2058 -7.1569 -8.2278
H21 -20.1480 -17.4036 -7.4662
H22 -14.6842 -12.6664 -8.8187
H23 -22.0019 -9.3163 -5.0957
H24 -20.8151 -18.9053 -6.7938
H25 -13.4046 -7.0119 -5.2493
H26 -18.2317 -5.0850 -5.1902
C7 -18.8028 -12.3165 -8.6746
C8 -15.7851 -16.7486 -8.3299
H27 -19.6536 -17.8739 -5.8384
H28 -17.6192 -8.3789 -10.1028
N5 -19.5084 -11.2499 -0.8060
H29 -15.6847 -15.2594 -5.9294
P2 -16.8434 -5.6322 -8.9621
C9 -16.6186 -2.9299 -9.3492
O5 -23.7409 -8.1767 -6.8421
H30 -21.7868 -13.0202 -5.1333
H31 -20.3332 -4.6839 -8.7218
C10 -24.1800 -17.9269 -4.2741
N6 -13.1777 -6.4516 -7.2750
N7 -18.4504 -5.2067 -9.4111
C11 -20.4772 -17.8976 -6.5521
H32 -23.6061 -16.6407 -6.5864
C12 -17.2218 -9.9102 1.1865
H33 -18.0451 -11.8039 -9.2673
O6 -21.2743 -10.1367 0.8330
C13 -19.4918 -11.6505 3.2492
N8 -18.3432 -13.6063 -8.1975
C14 -22.0776 -14.0555 -5.3112
H34 -20.4645 -11.4169 3.6820
N9 -21.6683 -17.1913 -5.9952
H35 -19.0651 -12.4789 3.8148
H36 -17.1232 -10.7801 1.8359
H37 -17.8902 -12.5673 -0.1338
H38 -16.0492 -13.7428 -6.8529
H39 -16.4178 -17.5408 -7.9296
H40 -15.7977 -5.3938 -11.6444
H41 -15.7537 -16.9573 -9.3992
H42 -16.9313 -9.4748 -4.7140
O7 -20.4217 -7.3005 -5.0205
C15 -15.6336 -13.9532 -11.1690
O8 -20.8915 -17.4064 -3.4406
C16 -16.5581 -8.1623 -9.9795
H43 -18.8731 -13.0916 -1.5648
C17 -14.5555 -4.2406 -9.4737
H44 -19.9236 -15.0110 -2.8029
N10 -16.3146 -6.7731 -10.1363
H45 -15.7064 -15.0166 -11.3970
N11 -16.3083 -15.3994 -8.0260
H46 -14.2002 -5.2384 -9.7314
N12 -16.2478 -13.5407 -9.9005
H47 -19.2087 -15.2887 -7.1266
H48 -19.5720 -12.5574 -9.4083
H49 -19.3327 -8.5254 2.8514
H50 -19.3403 -14.1995 -4.2106
H51 -16.7304 -6.7551 -12.1954
P3 -19.8509 -10.6328 0.7757
H52 -25.1311 -15.7495 -3.1737
C18 -24.0531 -15.8291 -3.0330
H53 -14.5698 -13.9116 -10.9352
H54 -16.2539 -2.2277 -10.0990
H55 -14.6557 -7.7069 -6.3345
H56 -19.8006 -13.9274 0.9788
H57 -16.2670 -2.5539 -8.3884
H58 -22.4723 -10.6309 -6.2190
H59 -14.6315 -14.5179 -7.1445
H60 -20.0244 -11.2208 -2.8539
H61 -17.6700 -11.8252 -1.6752
C19 -20.3288 -13.1693 1.5570
O9 -21.8632 -8.0547 -7.8649
H62 -24.2167 -18.6238 -3.4367
P4 -21.7333 -16.6317 -4.3566
Br2 -18.2121 -11.5831 -4.9408
H63 -16.9620 -10.2931 0.1996
O10 -12.5820 -5.3833 -7.1792
H64 -18.8579 -10.8130 3.5404
H65 -19.9281 -4.9654 -10.9409
C20 -15.9345 -6.4666 -11.5087
C21 -13.9629 -12.3422 -3.1362
N13 -23.3932 -16.7298 -4.0353
H66 -19.6974 -7.7614 1.3888
C22 -15.5990 -12.3705 -9.3321
H67 -14.1696 -3.9141 -8.5080
H68 -16.5657 -9.1321 1.5765
H69 -17.9438 -6.8429 -4.8515
Br3 -15.3506 -10.5788 -6.3817
C23 -14.0404 -6.8340 -6.1166
H70 -17.7002 -2.9907 -9.2291
H71 -23.1670 -14.0912 -5.3022
H72 -24.0274 -16.2849 -2.0433
H73 -25.1397 -17.5655 -4.6434
H74 -15.3797 -11.6160 -10.0876
Br4 -15.5132 -13.6324 -2.8588
C24 -19.4334 -5.1820 -8.3608
C25 -19.8177 -10.5065 -2.0568
H75 -14.6854 -6.0007 -5.8380
H76 -20.9462 -9.8893 -6.4113
H77 -19.1794 -4.4836 -7.5635
H78 -16.2896 -8.4660 -8.9677
N14 -19.5090 -11.9305 1.8209
C26 -15.6651 -14.7619 -6.8990
C27 -20.2376 -14.3489 -3.6099
H79 -20.2005 -14.3843 -8.1834
H80 -22.8017 -17.7665 -7.6312
H81 -23.5904 -14.8432 -2.9888
H82 -20.6541 -9.8462 -1.8279
Br5 -14.0067 -10.9372 -1.6697
C28 -22.6406 -16.8653 -7.0397
H83 -23.6551 -18.5024 -5.0365
C29 -21.9746 -9.6655 -6.1279
N15 -21.3854 -14.9469 -4.3619
Br6 -12.2981 -13.4007 -3.1891

Atomic partial charges in e from the Löwdin method, atoms 1 to 5:
1. H 0.045
2. N -0.327
3. Br 0.709
4. H 0.089
5. O -0.346